(1)
{"formula": "C26H60F3N5O6S", "method": "ωB97M-V/def2-TZVPD", "elements": ["H", "H", "H", "C", "O", "H", "C", "H", "H", "H", "H", "H", "H", "O", "C", "H", "H", "H", "H", "C", "C", "S", "C", "C", "H", "H", "H", "F", "H", "C", "C", "H", "F", "H", "H", "C", "F", "C", "N", "H", "H", "H", "H", "H", "C", "H", "H", "H", "C", "H", "C", "H", "C", "H", "H", "N", "H", "N", "H", "C", "C", "O", "C", "H", "H", "H", "H", "H", "H", "C", "H", "H", "C", "H", "H", "O", "O", "C", "H", "H", "H", "H", "O", "H", "C", "N", "H", "H", "H", "C", "H", "H", "C", "H", "H", "H", "C", "H", "H", "C", "N"], "positions_angstrom": [[-3.75, 5.10, 1.82], [-1.19, -3.31, -1.70], [3.22, -4.17, 0.51], [-6.49, 3.07, -0.61], [-2.28, 3.02, 0.54], [-4.69, 4.89, 3.26], [-1.20, 0.42, -3.15], [-3.77, 3.50, 2.75], [0.26, -2.86, -4.96], [-2.05, -2.31, 5.22], [-2.66, -3.92, 4.96], [0.68, -2.26, -3.27], [5.75, -4.14, -0.92], [-0.62, 7.32, -3.99], [4.18, -1.32, 0.18], [4.00, -0.93, 1.18], [3.04, -1.51, -1.62], [-6.54, 2.01, -0.34], [2.15, -2.09, -0.32], [-5.45, 3.80, 1.57], [6.09, -2.52, 1.21], [-0.94, 2.52, 0.22], [2.14, 0.05, -0.33], [2.86, -1.29, -0.56], [-0.58, -4.09, 2.17], [3.51, -3.18, 1.91], [1.85, -2.29, -4.64], [-0.04, 2.58, 2.69], [1.75, 7.55, -2.77], [-0.88, -0.81, 2.97], [-0.31, -3.23, 2.78], [-0.51, -1.72, 0.60], [0.20, 4.46, 1.59], [0.53, -0.68, -5.80], [4.98, -0.80, -0.33], [5.14, -3.25, -1.00], [1.49, 2.76, 1.18], [-1.02, -0.42, -4.41], [-0.87, 5.37, -2.76], [-2.51, -2.13, -1.71], [6.85, -2.27, 0.48], [-0.55, -4.69, 4.38], [-3.07, -3.51, 2.76], [-2.23, 0.43, -2.80], [-0.04, 6.54, -3.35], [-1.49, 5.02, -3.49], [-2.89, -3.84, -1.64], [-3.24, -1.86, 3.37], [5.03, -4.71, 1.68], [-4.94, 4.47, -0.43], [-0.59, -3.61, 4.22], [5.61, -2.44, -1.55], [-4.32, 4.37, 2.38], [-2.20, 5.05, -0.99], [7.23, -4.34, 1.59], [4.82, -2.70, 0.37], [-7.32, 3.69, -0.31], [0.39, -0.77, -4.78], [-4.44, 2.99, -0.10], [-1.52, -1.96, 0.92], [1.40, 6.54, -2.98], [-1.90, -0.87, -5.03], [4.01, -3.73, 1.11], [-1.45, -4.06, 0.40], [-0.95, 1.45, -3.40], [5.89, -1.72, 1.92], [4.19, -3.51, -1.45], [2.00, 6.16, -3.81], [5.33, -5.42, 0.91], [-2.18, -3.09, -1.31], [-0.69, 0.14, -2.22], [-0.77, 5.94, -0.71], [6.29, -3.90, 1.92], [-0.80, -0.83, 4.06], [4.60, -5.18, 2.56], [-6.48, 3.46, 2.00], [-0.49, 3.10, -1.04], [-2.01, -3.16, 4.53], [6.38, -3.68, 2.98], [-0.22, 4.60, -2.56], [0.18, -3.27, 4.92], [-2.23, -1.16, 0.76], [-0.85, 1.06, 0.32], [0.66, -2.86, 2.45], [-1.54, 5.78, -1.46], [-1.32, -2.15, 2.43], [0.08, -0.67, 2.48], [2.79, 0.93, -0.28], [1.76, 0.14, 0.70], [-2.53, -2.65, 3.16], [-2.14, 6.59, -1.87], [1.01, -0.05, -4.38], [0.26, 3.14, 1.52], [1.58, 5.93, -2.09], [-3.05, -3.49, 0.64], [1.21, 0.21, -0.86], [-2.09, -3.18, 0.23], [-6.44, 3.00, -1.70], [-1.59, -0.04, 2.67], [0.81, -2.16, -4.34], [-5.25, 3.61, 0.04]], "lowdin_charge": [0.088, 0.062, 0.130, 0.017, -0.348, 0.114, 0.022, 0.100, 0.121, 0.115, 0.131, 0.087, 0.122, 0.235, -0.112, 0.138, 0.096, 0.111, 0.100, -0.375, -0.047, 0.521, -0.091, -0.225, 0.123, 0.134, 0.111, 0.157, 0.119, 0.041, -0.085, 0.120, 0.166, 0.200, 0.145, 0.038, 0.138, -0.406, 0.074, 0.065, 0.139, 0.129, 0.135, 0.103, -0.402, 0.183, 0.092, 0.143, -0.133, 0.174, -0.135, 0.118, 0.030, 0.063, 0.128, -0.279, 0.115, 0.096, 0.140, -0.117, 0.046, 0.230, -0.119, 0.107, 0.091, 0.133, 0.101, 0.116, 0.122, -0.068, 0.064, 0.110, -0.113, 0.119, 0.132, 0.212, -0.348, -0.120, 0.126, 0.122, 0.126, 0.132, -0.341, 0.125, 0.027, -0.255, 0.095, 0.089, 0.062, -0.097, 0.114, 0.178, -0.665, 0.091, 0.114, 0.041, -0.219, 0.108, 0.103, 0.053, 0.084], "charge": 4, "energy_ha": -2448.29452, "e_above_lowest_kj_mol": 55.6, "gap_ev": 10.1, "largest_force_ev_per_a": 2.31, "lumo_ev": -9.13}

(2)
{"formula": "C26H61BF4N2NbO20S5", "method": "ωB97M-V/def2-TZVPD", "elements": ["C", "H", "S", "H", "H", "C", "C", "H", "C", "C", "H", "H", "H", "C", "C", "H", "H", "O", "C", "O", "O", "O", "H", "H", "H", "O", "H", "H", "H", "H", "B", "F", "H", "C", "O", "H", "H", "C", "C", "H", "S", "H", "C", "C", "C", "H", "H", "Nb", "H", "H", "H", "C", "O", "H", "H", "H", "H", "H", "O", "O", "H", "H", "O", "H", "H", "H", "H", "O", "O", "H", "H", "O", "C", "H", "H", "C", "O", "H", "N", "H", "H", "H", "N", "O", "H", "H", "C", "O", "O", "S", "C", "H", "H", "H", "H", "H", "F", "H", "S", "H", "C", "H", "H", "C", "C", "C", "H", "O", "O", "H", "F", "S", "C", "H", "C", "H", "C", "F", "H", "O"], "positions_angstrom": [[-3.22, 1.52, -4.68], [-0.65, -4.33, 3.78], [2.34, 10.47, -4.73], [-3.41, -3.11, -6.01], [10.67, -1.95, 6.73], [-7.05, -1.96, -0.23], [6.97, -0.89, 9.39], [-2.66, -1.03, -1.95], [-1.42, -3.60, 0.44], [-3.96, -6.14, -1.66], [-3.65, -5.35, 0.28], [-3.81, -1.50, -7.92], [0.48, 2.77, -0.84], [-0.92, 0.92, 0.89], [10.96, -2.65, 7.51], [1.84, 2.29, -1.90], [-3.14, 1.19, 0.09], [7.20, -2.21, 7.14], [-2.61, 0.75, -0.75], [-1.24, 0.46, -0.39], [3.28, 9.65, -3.75], [8.74, -0.31, 7.56], [0.25, 1.46, -2.03], [4.13, 11.98, -4.88], [-6.21, -0.78, 1.32], [-1.82, -0.66, -4.35], [-6.25, -2.43, 2.99], [5.39, -3.46, 6.17], [1.91, 4.74, -5.95], [-4.62, -6.00, -2.52], [-4.49, -3.34, 2.36], [1.38, 1.31, 1.40], [-4.11, -5.06, 3.17], [1.41, -3.81, 3.54], [-1.20, 3.60, -3.08], [-2.94, -5.93, -1.98], [-5.86, -0.23, -0.29], [1.95, 7.71, -2.98], [-3.29, -0.53, -1.20], [-1.67, 0.59, 1.61], [7.98, -1.42, 8.05], [-4.05, 1.06, -4.15], [0.29, 3.38, -5.56], [2.66, 9.00, -2.61], [-4.19, -3.68, -1.02], [2.00, 9.70, -2.11], [6.42, -1.74, 9.78], [-3.84, -2.03, 0.49], [1.63, 7.19, -2.08], [4.30, 10.60, -6.02], [1.07, 7.91, -3.59], [-2.60, -2.75, -6.64], [3.80, -5.28, 4.53], [0.48, 5.53, -5.31], [9.13, -3.81, 7.38], [-4.22, -0.26, -1.71], [0.56, 2.61, -6.28], [-2.12, -0.99, -7.82], [2.68, -4.26, 6.49], [-8.72, -2.27, 2.03], [10.04, -4.06, 8.86], [-0.83, 2.01, 0.91], [-1.04, -4.72, 0.33], [-7.97, -1.38, -0.20], [4.34, -2.07, 5.84], [-8.85, -4.16, 1.33], [-3.56, 2.18, -5.47], [1.57, 11.40, -3.96], [8.93, -2.38, 8.88], [-5.57, -3.42, 4.15], [-2.58, 2.06, -3.98], [-7.30, -3.18, 0.51], [0.43, 0.33, 1.31], [0.34, -4.76, 5.18], [-6.90, -2.25, -1.27], [3.62, 11.33, -5.58], [0.91, 4.84, -2.77], [1.74, -4.75, 3.10], [-1.77, -2.48, 0.71], [-3.60, -0.71, 1.78], [-3.31, -3.63, -1.67], [11.61, -3.41, 7.08], [-5.68, -3.24, 3.16], [-3.59, -4.35, 2.76], [-2.56, 1.50, -1.55], [-2.42, -3.47, -7.44], [-5.91, -1.13, 0.33], [-3.38, -0.45, -6.25], [2.52, -3.21, 4.27], [0.24, 3.59, -2.99], [4.72, -3.01, 5.45], [-5.04, -3.50, -1.69], [-0.09, -3.07, 4.90], [3.49, 8.80, -1.93], [-0.80, 3.38, -5.50], [3.14, 11.92, -6.36], [-5.62, -5.39, -0.14], [-1.71, -2.68, -6.03], [3.37, -4.11, 5.24], [6.28, -0.14, 8.99], [-2.95, -1.40, -7.25], [7.60, -0.44, 10.15], [11.52, -2.09, 8.27], [-4.31, -5.13, -0.57], [0.76, 2.40, -1.83], [0.82, 4.74, -5.97], [5.22, -2.87, 4.50], [-1.26, 0.79, -6.27], [0.82, 2.92, -4.30], [-3.99, -7.16, -1.29], [0.91, -0.59, 0.47], [-2.24, 0.24, -5.38], [0.18, -4.01, 4.40], [2.61, 7.05, -3.54], [-8.34, -3.19, 1.33], [1.20, -3.12, 2.73], [9.75, -3.31, 8.13], [0.36, -0.22, 2.54], [0.49, 4.97, -6.98], [1.69, 9.59, -5.64]], "lowdin_charge": [-0.109, 0.077, 0.556, 0.086, 0.073, -0.271, -0.118, 0.030, -0.516, -0.060, 0.100, 0.118, 0.069, -0.137, -0.073, 0.085, 0.094, -0.277, -0.308, -0.184, -0.267, -0.269, 0.078, 0.072, 0.035, -0.262, 0.031, 0.051, 0.084, 0.076, -0.704, 0.090, 0.079, -0.232, -0.286, 0.074, 0.033, -0.083, -0.301, 0.098, 0.571, 0.076, -0.260, -0.239, -0.262, 0.113, 0.077, 1.669, 0.073, 0.073, 0.077, -0.071, -0.284, 0.067, 0.114, 0.026, 0.112, 0.110, -0.286, 0.047, 0.121, 0.130, 0.078, 0.110, 0.076, 0.142, 0.079, -0.279, -0.263, 0.065, 0.040, -0.067, -0.570, 0.071, 0.101, -0.127, -0.283, 0.115, -0.024, -0.071, 0.050, 0.081, 0.117, 0.003, 0.093, 0.078, -0.338, -0.262, -0.264, 0.585, -0.136, 0.050, 0.087, 0.120, 0.098, 0.074, -0.057, 0.072, 0.559, 0.079, -0.256, 0.075, 0.084, -0.487, -0.105, -0.065, 0.079, -0.284, -0.245, 0.072, 0.146, 0.574, -0.060, 0.085, -0.376, 0.115, -0.248, 0.119, 0.081, -0.275], "charge": -1, "energy_ha": -5113.76240, "gap_ev": 6.2, "largest_force_ev_per_a": 2.81, "lumo_ev": 1.66}